(1)
23
Properties=species:S:1:pos:R:3:forces:R:3 method="wB97M-V/def2-TZVPD" homo_ev="-9.96 / -14.62" total_charge=+1 spin_multiplicity=3 relative_energy_kj_mol=0.0
C 1.7983 1.4570 0.7573 -0.716 0.072 -0.688
C -0.7338 1.5188 0.3857 -0.619 -0.068 0.317
C 0.6112 0.9560 -0.0976 0.452 0.695 0.357
C -0.6852 -0.5652 1.1996 2.344 -2.306 2.602
C 0.3799 -0.5751 0.0654 0.764 -0.508 -0.333
N 2.0876 2.7492 0.5987 0.186 0.168 0.098
O 2.3971 0.7164 1.5097 0.495 -0.757 0.325
O -1.1489 0.5993 1.4154 -0.844 3.849 -0.106
O -2.0516 -1.6529 0.3109 -0.894 -1.533 -2.440
O -0.1798 -1.0243 -1.1544 0.615 -0.375 -0.441
O 1.4289 -1.3812 0.3592 -0.917 0.154 -0.982
O -1.2501 -3.3545 -1.4954 0.120 0.031 -0.583
O -2.4309 -1.3169 -2.1935 0.146 0.081 -0.308
P -1.5198 -1.8812 -1.0749 -1.612 0.196 1.996
H -0.6728 2.5022 0.8555 0.091 -0.099 -0.212
H -1.4871 1.5280 -0.4084 0.134 -0.033 0.045
H 0.8049 1.1764 -1.1484 -0.045 -0.046 -0.001
H -0.6476 -1.2504 2.0393 0.350 0.032 -0.352
H 1.6275 3.3406 -0.0721 -0.018 -0.036 0.013
H 2.8705 3.1281 1.1131 -0.071 0.003 -0.009
H 2.0794 -0.8840 0.9207 0.051 0.771 0.781
H -0.7297 -3.9155 -0.9155 0.105 -0.187 0.239
H -2.5479 -1.8707 -2.9703 -0.117 -0.105 -0.316

(2)
15
Properties=species:S:1:pos:R:3:forces:R:3 method="wB97M-V/def2-TZVPD" homo_ev="-12.86 / -12.86" total_charge=+1 relative_energy_kj_mol=346.3
C -0.3246 1.6805 -0.3640 -1.155 -5.875 -1.041
N -0.2041 0.4465 0.1833 -0.811 3.268 -1.646
C -0.0739 0.3231 1.5997 1.063 0.343 2.106
C -0.0270 -0.6986 -0.5971 2.458 -0.274 -2.471
N -0.9325 -1.7779 -0.1495 5.836 1.120 -0.791
C 1.1855 -0.5411 -1.5032 -4.860 -0.451 4.326
I 2.4085 1.1699 -1.5155 -0.478 -0.922 -0.220
H -0.1475 2.4903 0.2479 0.140 1.828 0.989
H -0.8476 1.6245 -1.3548 1.194 0.759 0.814
H 0.2252 1.3464 1.8609 0.349 -0.508 0.773
H -1.0525 0.2104 2.0256 -0.517 -0.337 0.219
H 0.6053 -0.4860 2.0519 -0.830 1.289 -1.340
H -1.8647 -1.6134 -0.3437 -2.141 0.099 -0.668
H -0.5134 -2.6872 -0.3701 -0.948 0.377 0.000
H 1.5632 -1.4875 -1.7714 0.701 -0.717 -1.050

(3)
75
Properties=species:S:1:pos:R:3:forces:R:3 method="wB97M-V/def2-TZVPD" homo_ev=-8.50 smiles="C=CB(F)CB(O)O.Fc1ccccc1.Fc1ccccc1.Fc1ccccc1.Fc1ccccc1.Fc1ccccc1"
C -3.4149 -3.9703 -3.3147 1.127 -0.354 -0.189
C -2.0449 -4.2807 -3.3939 -0.838 -0.282 0.842
B -0.8842 -3.7163 -2.4790 0.042 -2.200 1.323
F 0.2218 -4.5743 -2.2786 -1.454 1.337 -0.884
C -0.8327 -2.2973 -1.7387 0.722 -0.099 -0.750
B -1.3928 -1.0419 -2.5733 -0.218 1.466 0.291
O -1.9860 -1.0871 -3.8544 0.500 -0.680 1.537
O -1.2682 0.2612 -1.9891 -0.914 -1.801 -0.807
H -3.9561 -3.4248 -4.1296 0.055 -1.949 0.039
H -3.9951 -4.3336 -2.4298 0.581 1.946 -0.020
H -1.7440 -5.0367 -4.1721 0.078 1.994 -0.610
H 0.2602 -2.0800 -1.5495 -0.953 -0.131 -0.014
H -1.2999 -2.3176 -0.7128 0.226 -0.117 -0.939
H -2.8228 -0.6083 -3.8481 0.327 0.448 -0.229
H -1.5756 0.2367 -1.0739 0.506 0.251 0.050
F 4.8698 -3.8323 3.0673 0.051 -0.008 0.087
C 3.9709 -3.9326 2.0714 -0.316 0.029 -0.564
C 3.0668 -2.9061 1.8678 0.116 0.252 0.078
C 2.1417 -3.0092 0.8363 0.232 -0.316 -0.016
C 2.1231 -4.1406 0.0265 -0.180 0.090 -0.095
C 3.0352 -5.1669 0.2455 -0.034 0.234 0.160
C 3.9688 -5.0614 1.2698 0.156 -0.168 0.084
H 3.0892 -2.0368 2.5131 0.019 -0.051 0.016
H 1.4336 -2.2074 0.6646 0.022 -0.023 0.074
H 1.3963 -4.2215 -0.7763 0.317 0.004 0.321
H 3.0192 -6.0497 -0.3818 0.025 0.038 0.029
H 4.6922 -5.8473 1.4491 -0.006 0.040 0.036
F -1.0747 -1.2127 -10.7442 -0.005 -0.023 -0.105
C -1.0353 -0.9120 -9.4340 0.017 0.137 0.594
C -0.9022 0.4097 -9.0456 -0.003 0.145 -0.170
C -0.8666 0.7197 -7.6913 -0.020 -0.342 -0.037
C -0.9538 -0.2949 -6.7434 0.057 0.152 0.033
C -1.0822 -1.6184 -7.1478 0.009 0.200 -0.121
C -1.1289 -1.9303 -8.5013 -0.012 -0.171 -0.092
H -0.8277 1.1846 -9.7984 -0.017 -0.054 -0.012
H -0.7704 1.7511 -7.3750 0.014 -0.037 -0.044
H -0.9216 -0.0534 -5.6896 -0.011 -0.046 -0.074
H -1.1459 -2.4076 -6.4082 -0.029 0.044 -0.020
H -1.2372 -2.9548 -8.8350 0.022 0.040 -0.035
F -1.9818 1.9526 0.0219 -0.176 -0.009 0.084
C -1.0941 2.6163 0.7909 0.520 0.372 0.416
C 0.2491 2.2966 0.7024 0.018 -0.209 -0.172
C 1.1637 2.9835 1.4910 -0.267 0.130 0.101
C 0.7236 3.9728 2.3643 0.093 0.019 0.021
C -0.6297 4.2798 2.4457 0.141 -0.233 -0.124
C -1.5454 3.6017 1.6503 -0.253 -0.007 -0.053
H 0.5715 1.5178 0.0217 -0.041 0.046 -0.031
H 2.2186 2.7477 1.4253 -0.057 -0.024 -0.015
H 1.4371 4.5051 2.9818 -0.064 -0.005 -0.025
H -0.9713 5.0462 3.1287 -0.006 -0.096 0.007
H -2.6025 3.8333 1.6938 0.019 -0.043 -0.011
F 0.5663 -2.8445 3.6549 -0.087 0.083 -0.054
C 0.8493 -3.6627 4.6840 0.159 -0.429 0.509
C 1.7028 -4.7356 4.4873 0.015 -0.028 -0.180
C 1.9947 -5.5753 5.5549 -0.211 0.206 0.144
C 1.4243 -5.3397 6.8014 0.036 -0.054 0.033
C 0.5659 -4.2617 6.9835 0.141 -0.106 -0.180
C 0.2798 -3.4140 5.9207 -0.120 0.177 -0.018
H 2.1314 -4.9099 3.5097 -0.074 0.017 0.013
H 2.6663 -6.4133 5.4150 -0.030 0.044 -0.038
H 1.6502 -5.9983 7.6317 -0.016 0.040 -0.039
H 0.1189 -4.0813 7.9534 0.016 0.025 -0.053
H -0.3801 -2.5646 6.0462 0.013 -0.021 -0.044
F 0.5435 6.9415 4.1365 0.056 -0.099 0.049
C -0.1120 7.9879 3.6002 -0.320 0.533 -0.267
C -0.7855 7.8239 2.4024 0.011 -0.176 -0.091
C -1.4656 8.9028 1.8515 0.110 0.155 0.259
C -1.4557 10.1337 2.4989 -0.039 0.024 -0.043
C -0.7711 10.2854 3.6996 -0.055 -0.193 -0.177
C -0.0990 9.2051 4.2578 0.123 -0.019 0.191
H -0.7749 6.8615 1.9087 0.036 0.055 -0.011
H -2.0021 8.7844 0.9183 0.049 -0.028 0.033
H -1.9829 10.9755 2.0661 0.032 -0.041 0.028
H -0.7605 11.2452 4.2010 0.008 -0.061 0.007
H 0.4324 9.3024 5.1962 0.008 -0.036 -0.036

(4)
17
Properties=species:S:1:pos:R:3:forces:R:3 method="wB97M-V/def2-TZVPD" homo_ev="-11.05 / -14.45" total_charge=+1 spin_multiplicity=3
C 1.8329 0.3774 -0.6726 0.006 -0.220 1.522
C -2.5576 -2.1597 1.1652 1.660 0.905 -3.223
C -1.3849 -1.3575 0.9753 -2.111 -4.374 0.802
C 0.6589 1.9018 -0.9818 -3.890 5.160 -2.434
N 0.9285 1.2064 0.1702 1.529 -1.219 3.403
N 1.3444 0.9961 -1.7352 1.918 -1.471 -5.515
N -0.1191 -1.1363 0.8019 5.447 -0.468 -0.722
O 2.5436 -0.5207 -0.3889 0.451 -0.747 0.103
O -2.4321 -0.6321 1.0403 -3.104 2.519 -0.155
Cl 1.3141 3.6067 -0.9934 0.268 -0.357 0.117
H -2.9892 -2.5517 0.2186 -0.435 -0.026 1.341
H -2.6345 -2.4555 2.1433 -1.349 -1.025 2.102
H 1.3965 1.7048 0.9416 -0.397 -0.075 -0.476
H 1.5929 0.8837 -2.7679 -0.643 0.469 2.132
H 0.2633 -0.2189 0.7579 0.165 2.430 0.431
H -0.4058 2.1520 -1.3183 1.236 -0.969 0.818
H 0.6478 -1.7965 0.6438 -0.750 -0.533 -0.245

(5)
20
Properties=species:S:1:pos:R:3:forces:R:3 method="wB97M-V/def2-TZVPD" homo_ev="-12.40 / -15.35" total_charge=+1 spin_multiplicity=3 relative_energy_kj_mol=69.8
C 1.3244 0.9681 1.4397 0.509 4.197 3.906
C 0.8417 2.2409 -0.5063 -4.530 0.033 0.380
C -0.9544 -1.0253 -1.6222 -2.123 -2.110 -0.366
C -1.1327 -1.7930 0.8820 0.908 -2.977 -0.306
C -0.2644 -1.5349 -0.4030 -0.377 -1.735 0.174
N 0.8811 -0.0668 0.9060 2.655 -2.732 3.590
N 0.9822 2.1465 0.9153 1.350 -2.885 -1.720
N 0.6722 -0.5045 -0.1553 -0.940 -1.235 -2.826
H 1.8120 0.9868 2.4803 -1.255 -0.350 -1.514
H 0.5393 1.2558 -0.8735 0.708 0.652 -0.371
H -0.0773 2.8368 -0.7259 0.902 0.011 0.029
H -0.3033 -0.8350 -2.4344 0.889 0.075 -0.710
H -1.6235 -1.8515 -1.9234 0.009 0.552 -0.252
H -1.5573 -0.1554 -1.4666 -0.387 0.579 0.400
H -1.7800 -0.9618 0.9621 -1.002 0.707 0.508
H -0.4710 -1.9250 1.8239 -1.120 0.240 -1.691
H -1.7217 -2.8210 0.7112 1.153 2.506 0.403
H 0.2547 -2.4775 -0.6178 0.183 0.252 -0.184
H 0.9008 2.8609 1.5275 0.291 3.235 1.920
H 1.6773 2.6558 -0.9194 2.176 0.984 -1.370

(6)
63
Properties=species:S:1:pos:R:3:forces:R:3 method="wB97M-V/def2-TZVPD" homo_ev=-9.62 relative_energy_kj_mol=404.7
C 3.5010 -0.4354 -2.3234 -0.492 0.242 1.348
C 2.5425 0.5346 -3.0727 0.720 -0.486 0.328
C 1.1750 0.4900 -2.3967 0.360 2.763 2.675
C 1.2330 1.2449 -0.9341 -0.476 -2.298 -0.958
C -2.3705 0.1726 0.2486 -0.738 -0.291 -0.577
C -1.1190 0.4221 -0.5597 -1.049 1.244 0.599
C 0.0417 0.8396 -0.0667 1.096 -0.266 -0.019
H 3.2780 -0.2643 -1.2353 0.566 -0.480 -0.935
H 3.3652 -1.5225 -2.4929 0.021 0.631 -0.279
H 4.5543 -0.1416 -2.4361 -0.301 -0.334 -0.242
H 3.0855 1.5000 -2.9308 -0.957 -0.284 -0.788
H 2.4270 0.1932 -4.1077 0.314 0.632 -0.042
H 1.0286 -0.5347 -2.1331 -0.233 -0.466 -0.163
H 0.2888 0.9975 -2.8049 0.592 -0.731 -0.845
H 2.1674 0.9180 -0.4747 -0.155 0.375 0.301
H 1.2153 2.3174 -1.0047 0.206 0.355 -0.374
H -3.1455 -0.1910 -0.4612 0.433 -0.499 0.623
H -2.9155 0.9836 0.7477 0.723 0.510 -0.227
H -2.1368 -0.4859 1.0675 -0.180 -0.667 0.153
H -1.3399 0.3079 -1.6160 0.674 0.554 0.199
H 0.2686 0.8121 1.0213 -0.647 0.195 -0.615
H -2.7109 3.5827 1.8006 0.153 -0.186 -0.344
H -1.5521 2.6971 1.2756 -0.141 -0.008 -0.216
O -2.0041 2.9854 2.0699 0.325 -0.049 1.140
H 3.1875 -2.4808 2.1724 0.116 0.215 0.147
H 2.1214 -2.1141 3.2095 0.004 -0.096 0.007
O 2.4014 -2.8190 2.6198 0.612 0.042 0.135
H -3.6276 -1.8590 0.8982 -0.170 0.263 0.080
H -3.5347 -3.3209 1.1442 -0.074 -0.278 0.374
O -3.7678 -2.5021 1.6012 0.198 -0.025 -0.390
H 2.0253 -2.8876 -0.0095 -0.190 0.122 -0.386
H 1.7899 -3.7218 1.1766 -0.718 0.055 -0.475
O 1.4043 -3.5641 0.2825 0.647 -0.163 0.460
H 4.8675 0.0917 1.3031 0.339 -0.219 -0.269
H 3.4171 0.0198 1.5828 -0.102 -0.247 -0.332
O 4.0957 -0.4148 1.0296 -0.252 0.283 0.634
H 0.0586 -1.9701 3.6858 0.452 -0.121 0.207
H -1.1301 -2.7424 3.5258 0.018 -0.849 0.181
O -0.1900 -2.9063 3.7192 -0.815 1.105 -0.303
H -2.1834 -0.5841 -3.1539 0.005 -0.041 0.106
H -1.9331 -0.6515 -4.6103 -0.098 0.245 -0.113
O -2.3365 -0.0659 -3.9562 0.170 -0.185 -0.039
H -1.6081 1.3786 3.4182 -0.753 0.157 -0.339
H -2.4839 0.0562 3.2364 -0.123 0.567 0.009
O -1.6227 0.4189 3.4581 0.906 -0.797 0.347
H 1.5788 1.4426 2.8938 -0.001 -0.119 -0.063
H 3.0427 1.7300 3.2076 0.074 0.046 0.073
O 2.4734 1.1214 2.7288 -0.198 0.117 0.153
H 1.0696 3.7059 -2.6258 -0.085 -0.522 0.378
H 1.7504 4.2303 -1.2833 -0.219 -0.389 -0.226
O 1.5560 4.4154 -2.2055 0.275 1.007 -0.252
H -2.0541 3.9942 -0.3846 -0.019 -0.189 -0.318
H -3.0231 2.8012 -0.6101 0.266 0.277 -0.141
O -2.9709 3.7151 -0.2979 -0.398 0.150 -0.120
H -1.5586 2.4853 -3.5781 -0.032 0.231 0.050
H -1.1282 3.8625 -2.9150 -0.280 -0.465 -0.314
O -1.1050 2.8962 -2.8295 0.277 0.275 0.233
H -0.4083 -4.0788 1.3397 0.167 -1.316 -0.244
H -1.4352 -3.2131 1.2240 -1.137 -0.197 -0.176
O -1.3580 -4.1821 1.1427 0.863 1.554 0.252
H -1.0479 -2.6594 -1.5636 0.338 0.000 0.081
H -0.0792 -1.4640 -1.8608 0.160 -0.258 0.395
O -0.9187 -1.8571 -2.0817 -1.036 -0.691 -0.544

no.,E (Eh)
1,-1118.41193
2,-564.04759
3,-2076.09921
4,-931.00657
5,-361.54869
6,-1345.17495